Record 1
Below is a structure of composition C11H30CeClI2N2P2S at a distorted geometry, with properties calculated with ωB97M-V/def2-TZVPD.

Structure (XYZ):
```
50
Properties=species:S:1:pos:R:3:forces:R:3
I 0.530726 -2.230938 0.228059 -0.574 0.980 -0.204
I 1.051272 1.969514 0.065943 2.487 0.367 -0.754
Ce 3.531996 -0.496292 -1.006566 -0.758 0.675 0.761
P 2.776815 0.035489 1.932013 0.633 0.993 2.404
C 1.408798 0.357823 3.136692 -0.790 -0.059 -0.445
C 3.610222 -1.253026 2.954058 -0.062 -0.921 -0.814
H 3.938388 -0.786681 3.883193 -0.031 0.042 -0.128
H 4.070484 1.243511 3.570250 0.018 -0.092 -0.121
H 4.483921 -1.668222 2.438185 -0.082 -0.110 0.269
H 4.779716 1.481409 1.955700 -0.073 0.197 0.174
H 0.806401 -0.549439 3.295946 0.179 0.324 -0.069
H 2.899660 -2.046936 3.207712 0.247 -0.049 -0.184
C 3.841814 1.426689 2.520324 0.051 0.391 -0.972
H 1.869836 0.646088 4.100463 -0.015 -0.246 -0.546
H 3.298038 2.373922 2.454329 0.197 -0.105 -0.222
H 0.776558 1.188065 2.785217 0.222 -0.425 0.271
P 1.287012 -0.697656 -3.062846 -0.466 -0.324 -2.282
C -0.537240 -0.638265 -3.399302 -0.304 0.149 0.840
C 1.755284 0.400147 -4.464094 0.309 0.628 0.494
H 2.617937 -2.589259 -3.945884 -0.193 -0.145 -0.099
H 1.278591 -2.108421 -5.015116 0.093 -0.017 0.076
H 0.918497 -3.063069 -3.575619 0.315 -0.002 0.032
C 1.567631 -2.276948 -3.977445 0.252 -0.395 0.720
H 2.839467 0.553767 -4.516311 -0.187 0.130 -0.154
H 1.418790 -0.073430 -5.385896 0.076 0.010 0.048
H -0.696684 -0.944217 -4.446632 0.280 0.107 0.389
H -0.922371 0.384824 -3.268171 0.136 -0.392 -0.029
H 1.233818 1.359872 -4.372827 0.344 -0.038 0.041
H -1.084864 -1.328435 -2.738687 0.135 0.247 -0.342
Cl 5.926041 -0.911177 -1.664904 -1.599 0.244 0.422
C -2.409685 2.282097 -0.973878 -0.221 -0.529 0.520
N -3.087871 1.402099 0.044623 1.430 -0.457 0.217
C -4.474521 1.091970 -0.273751 -1.103 -0.451 -0.376
C -2.420557 0.320850 0.578148 -1.837 -0.727 1.665
S -1.036829 -0.080271 -0.258910 1.764 -2.094 -1.227
N -2.874829 -0.365185 1.637559 0.802 0.774 -1.081
C -3.729938 0.351560 2.546617 -1.147 1.226 1.132
C -2.169741 -1.521624 2.220956 0.202 -0.171 -0.080
H -3.148388 2.993360 -1.330374 -0.049 0.000 0.067
H -2.042469 1.698460 -1.824873 -0.193 0.105 -0.037
H -1.579736 2.825166 -0.524142 -0.237 -0.040 0.056
H -4.911348 0.385014 0.444975 0.218 0.274 -0.442
H -5.081189 1.997333 -0.243657 0.130 0.013 -0.148
H -4.499686 0.628422 -1.274259 -0.242 0.253 0.243
H -4.570111 -0.254638 2.905112 0.354 -0.062 -0.067
H -3.106634 0.685064 3.397834 -0.408 -0.237 -0.188
H -4.169996 1.258127 2.086445 0.500 -0.660 0.420
H -1.946151 -2.286033 1.454901 -0.418 0.408 0.452
H -1.218772 -1.199539 2.693134 -0.524 -0.044 -0.244
H -2.798104 -1.970945 3.005754 0.136 0.254 -0.458
```
Positions in Å, forces in eV/Å.

Summary:
LUMO (spin up / spin down) ... -12.9 / -12.9 eV
Total charge ... +3
Total energy ... -85909.9041 eV
F_max ... 3.001 eV/A
HOMO (spin up / spin down) ... -17.20 / -17.34 eV

These are the Mulliken partial charges, in e, on atoms 1 to 2: 0.042, -0.040



Record 2
Below is a structure of composition C11H30ClI2N2P2RhS at a distorted geometry, with properties calculated with ωB97M-V/def2-TZVPD.

Structure (XYZ):
```
50
Properties=species:S:1:pos:R:3:forces:R:3
I -0.346816 0.740021 -4.633726 0.286 0.041 -0.351
I -0.477750 3.234987 -1.728991 0.091 -0.991 -0.937
Rh -0.261042 0.501496 -1.795649 -0.411 1.611 1.153
P -2.574589 0.174873 -1.563965 -1.893 -0.791 0.048
C -3.525385 1.229338 -0.418385 0.281 0.212 -0.035
C -3.287050 0.503178 -3.199018 0.051 -0.183 -0.160
H -4.357737 0.276497 -3.207851 0.099 0.090 0.145
H -4.294211 -1.515611 -1.307922 0.381 0.128 0.032
H -2.778513 -0.135109 -3.934469 -0.447 0.165 0.298
H -2.708564 -2.248983 -1.745255 -0.242 0.137 0.171
H -3.175605 2.262817 -0.500042 -0.216 -0.131 0.119
H -3.101389 1.548919 -3.456591 -0.162 -0.116 -0.048
C -3.207594 -1.496368 -1.124406 0.470 0.093 -0.047
H -4.586295 1.175219 -0.699108 0.267 -0.064 0.021
H -3.005474 -1.713043 -0.066510 -0.090 0.098 -0.349
H -3.415729 0.869047 0.609801 -0.060 0.087 -0.199
P 2.005100 0.167465 -1.578507 1.906 -0.611 -0.065
C 2.862255 1.239753 -0.384839 -0.302 0.225 0.049
C 2.631188 -1.496274 -1.171148 -0.131 -0.140 0.021
H 2.242059 -0.083137 -3.941988 0.329 0.021 0.126
H 3.820121 0.311436 -3.188351 -0.102 0.052 0.096
H 2.567013 1.577808 -3.437848 0.117 0.018 -0.046
C 2.748855 0.531817 -3.193144 -0.145 -0.056 -0.017
H 2.073209 -2.242490 -1.744705 0.202 0.095 0.120
H 3.697732 -1.553897 -1.432507 -0.283 0.157 -0.008
H 3.946384 1.121099 -0.511575 -0.242 -0.025 -0.043
H 2.598065 0.969011 0.642868 -0.007 0.012 -0.167
H 2.511985 -1.713441 -0.103569 0.054 0.146 -0.321
H 2.580056 2.281673 -0.564278 0.142 -0.108 0.057
Cl -0.297028 -1.712470 -2.754699 0.018 0.017 -0.527
C -0.441530 1.721109 1.148630 0.511 -0.419 -0.282
N 0.182756 0.861594 2.142847 0.049 -0.529 -0.178
C 0.569738 1.525921 3.384814 0.031 0.628 0.307
C 0.286478 -0.462628 1.871269 -0.010 0.529 1.267
S -0.176657 -1.066518 0.305016 -0.312 -0.291 -0.115
N 0.672048 -1.387021 2.778207 -0.248 0.803 -1.160
C 1.201662 -1.209765 4.134101 0.203 -0.093 0.655
C 0.626694 -2.786406 2.369241 0.090 -0.665 -0.165
H -0.207303 2.760662 1.378846 -0.145 -0.134 -0.107
H -1.522834 1.559508 1.071026 0.323 0.138 0.107
H 0.024348 1.499488 0.161856 -0.268 0.259 0.881
H -0.013003 1.185533 4.245496 0.104 0.040 -0.185
H 1.644539 1.446252 3.574750 -0.221 -0.028 -0.018
H 0.359878 2.590868 3.270870 0.001 -0.195 -0.004
H 0.547418 -1.735226 4.847129 0.215 0.153 -0.269
H 2.201472 -1.667364 4.174359 -0.322 0.098 -0.018
H 1.294238 -0.175847 4.452899 -0.014 -0.621 -0.158
H -0.398147 -3.119477 2.155752 0.253 0.145 0.103
H 1.241414 -2.969530 1.477079 -0.141 0.035 0.297
H 1.023540 -3.376783 3.192194 -0.060 -0.043 -0.096
```
Positions in Å, forces in eV/Å.

Summary:
LUMO (spin up / spin down) ... -7.6 / -10.0 eV
ΔE to the lowest compared entry with this formula, charge and spin ... 0.072 eV
Total charge ... +2
Total energy ... -76003.6449 eV
F_max ... 2.052 eV/A
HOMO (spin up / spin down) ... -14.52 / -15.17 eV
Spin multiplicity ... 5

These are the Mulliken partial charges, in e, on atoms 1 to 2: 0.329, 0.087



Record 3
Below is a structure of composition C11H30F3O8SSn at a distorted geometry, with properties calculated with ωB97M-V/def2-TZVPD.

Structure (XYZ):
```
54
Properties=species:S:1:pos:R:3:forces:R:3
Sn 6.622534 5.802536 2.474377 -0.211 -0.166 -0.067
C 0.232544 0.843946 0.447137 -0.047 0.886 -1.374
F -0.723686 0.206216 -0.310033 1.691 0.945 1.720
F -0.288786 1.988016 0.983527 0.254 -1.935 -0.037
F 0.820024 0.034646 1.333307 -1.342 0.597 -0.199
S 1.640084 1.444436 -0.644133 1.405 0.220 -1.273
O 2.385714 0.245706 -1.032073 -0.414 0.594 0.769
O 1.082554 2.070566 -1.836803 -0.225 -0.007 0.893
O 2.461804 2.406426 0.135547 -1.149 -1.156 -0.390
C 1.239024 -4.726014 -4.237933 -0.767 0.522 -1.192
C 0.977314 -4.885674 -5.786043 0.611 -0.236 0.691
O 1.461744 -3.772994 -6.488743 0.393 1.903 0.281
H 0.411304 -4.236114 -3.725123 -0.243 0.133 -0.273
H 2.074904 -4.036294 -4.120953 0.351 -0.511 0.152
H 1.324044 -5.687754 -3.732053 0.519 0.032 -0.205
H -0.089666 -4.960274 -5.995953 -0.036 -0.630 0.079
H 1.589804 -5.701894 -6.169103 -0.615 -0.743 0.302
H 1.644464 -3.920914 -7.419513 -0.216 -0.468 0.169
C 8.501934 -1.026644 -2.419643 -0.703 -0.796 0.074
C 8.039784 -0.073934 -3.521393 -0.238 0.263 0.717
O 6.786754 -0.436434 -4.124123 0.809 -0.476 0.042
H 9.353074 -0.808834 -1.774493 0.373 0.673 -0.646
H 8.707684 -1.970384 -2.924743 -0.051 -0.238 0.322
H 7.721534 -1.181244 -1.674543 -0.409 -0.190 -0.177
H 8.823194 -0.100194 -4.278813 -0.387 0.477 -0.255
H 7.841644 0.917816 -3.114853 0.767 0.368 -0.074
H 6.121074 -0.347694 -3.438133 -0.173 -0.087 -0.004
C 1.831124 1.794166 7.852417 -0.165 -0.743 -0.140
C 1.947114 2.486246 6.505387 -1.351 -1.079 -0.096
O 2.708904 3.622766 6.573407 1.693 1.869 0.159
H 1.087644 2.222966 8.524347 0.208 0.457 -0.027
H 2.812864 1.748536 8.323787 0.009 0.134 0.146
H 1.507124 0.757796 7.757237 0.022 -0.078 -0.253
H 0.977154 2.797676 6.117717 -0.441 -0.412 0.041
H 2.387014 1.842646 5.743577 0.102 -0.222 0.110
H 2.712034 3.945676 7.477457 -0.026 0.101 0.017
C -5.440666 -4.029254 -0.958833 0.026 0.922 1.384
C -5.841126 -3.173194 -2.149763 0.545 -0.205 -0.537
O -7.208556 -3.305854 -2.419653 -0.969 -0.236 -0.372
H -4.501496 -3.723714 -0.497633 0.591 -0.262 -0.625
H -5.493976 -5.111474 -1.077403 0.171 0.174 -0.539
H -6.074276 -3.823894 -0.096003 -0.665 0.096 -0.164
H -5.278156 -3.477804 -3.032023 -0.097 -0.452 -0.171
H -5.632586 -2.103334 -2.153413 0.459 0.089 1.010
H -7.660946 -2.524794 -2.092713 -0.061 -0.124 0.013
C -6.547306 5.548986 2.582437 0.098 -0.874 0.121
C -6.671986 4.013936 2.488487 1.275 1.941 -0.886
O -7.972216 3.714036 2.089977 -0.484 -0.882 0.054
H -6.606276 6.061466 1.622237 -0.441 -0.268 -0.062
H -5.558826 5.803566 2.964807 -0.217 0.235 0.607
H -7.408226 5.767216 3.214317 0.406 1.036 0.215
H -6.355076 3.605246 3.447987 -0.207 -0.422 -0.015
H -5.969446 3.734156 1.703467 -0.158 -0.735 0.037
H -8.512206 3.719196 2.883687 -0.271 -0.033 -0.071
```
Positions in Å, forces in eV/Å.

Summary:
LUMO ... -9.5 eV
ΔE to the lowest compared entry with this formula, charge and spin ... 5.836 eV
Total charge ... +1
Total energy ... -53074.1451 eV
F_max ... 2.590 eV/A
HOMO ... -11.01 eV

These are the Mulliken partial charges, in e, on atoms 1 to 2: 1.183, 0.647



Record 4
Below is a structure of composition C11H31ClIOP2Ru at a distorted geometry, with properties calculated with ωB97M-V/def2-TZVPD.

Structure (XYZ):
```
48
Properties=species:S:1:pos:R:3:forces:R:3
C -0.874102 0.019415 -3.511130 0.195 -0.536 -0.254
I -0.043383 -1.583852 -2.211997 -0.244 -0.965 -2.325
H -0.925989 0.951540 -2.948524 0.048 -0.354 -0.020
H -1.858533 -0.333112 -3.837851 0.324 0.048 0.188
H -0.187796 0.103850 -4.362111 -0.161 -0.135 0.336
Ru -0.084972 0.038437 -0.209711 1.826 -1.758 4.119
P -2.220486 0.458397 -0.181850 -6.369 0.258 1.080
C -3.106440 -1.120998 -0.490137 -0.203 -0.219 -0.206
C -3.074759 0.915387 1.387289 0.504 0.125 0.200
H -4.118382 0.583498 1.349967 0.239 0.148 -0.143
H -4.010781 1.843735 -1.044786 0.295 -0.148 -0.006
H -3.034609 2.003504 1.508496 0.066 -0.216 0.107
H -2.429416 2.658253 -1.137907 -0.163 -0.170 -0.080
H -2.530191 -1.960048 -0.076941 -0.180 0.185 -0.165
H -2.565987 0.437666 2.230097 -0.204 0.141 -0.100
C -2.948379 1.702920 -1.290697 0.131 0.181 -0.415
H -4.074144 -1.088905 0.028018 0.228 -0.008 -0.283
H -2.857435 1.396234 -2.335739 -0.131 0.193 0.165
H -3.273620 -1.291626 -1.559433 0.078 -0.057 0.186
P 1.314135 1.535202 -0.953230 4.889 3.415 -1.411
C 2.696872 0.611328 -1.744638 0.079 -0.072 -0.199
C 0.790903 2.845506 -2.097892 -0.293 0.102 -0.177
H 1.748330 3.331719 0.624244 0.183 -0.211 0.050
H 3.248769 2.830099 -0.238315 -0.341 -0.030 0.026
H 2.591960 1.825300 1.094625 -0.024 0.241 -0.186
C 2.332263 2.480264 0.254215 -0.378 -0.024 0.289
H -0.103435 3.335574 -1.691006 0.220 -0.029 -0.130
H 1.592169 3.591631 -2.176035 -0.144 -0.207 -0.008
H 3.621758 1.187593 -1.619343 -0.237 -0.118 -0.186
H 2.509710 0.432903 -2.806575 0.044 -0.044 0.108
H 0.564153 2.446974 -3.090329 0.076 0.146 0.130
H 2.829001 -0.355396 -1.240092 -0.012 0.251 -0.213
Cl 0.020062 1.179365 1.907547 -0.082 -0.094 -0.169
C 0.172134 -3.744899 2.030089 -0.019 0.059 0.039
C -0.005351 -2.239366 2.003667 -0.385 -0.295 0.246
O 0.895497 -1.639115 1.049335 -0.741 0.392 -0.268
C 2.255400 -1.601848 1.524173 0.760 -0.115 -0.286
C 2.435906 -1.117742 2.945867 0.000 -0.071 0.017
H 0.044854 -4.178524 1.030437 0.050 0.088 0.211
H -0.583033 -4.177866 2.691183 0.132 -0.013 -0.041
H 1.162558 -4.011403 2.416295 -0.243 -0.057 -0.068
H -1.017038 -1.960017 1.683088 0.150 -0.074 0.018
H 0.164019 -1.783794 2.990430 -0.167 -0.137 -0.375
H 2.645077 -2.621230 1.397250 0.102 0.320 -0.014
H 2.778383 -0.938127 0.828389 -0.038 -0.158 0.055
H 2.205294 -1.911532 3.660769 0.025 0.228 0.037
H 3.488125 -0.852744 3.076897 -0.108 -0.025 0.030
H 1.820929 -0.234150 3.143901 0.221 -0.180 0.090
```
Positions in Å, forces in eV/Å.

Summary:
LUMO (spin up / spin down) ... -6.7 / -9.6 eV
Total charge ... +2
Total energy ... -55721.8285 eV
F_max ... 6.465 eV/A
HOMO (spin up / spin down) ... -14.26 / -16.56 eV
Spin multiplicity ... 6

These are the Mulliken partial charges, in e, on atoms 1 to 2: -0.390, 0.100



What is the formula in the fourth record? C11H31ClIOP2Ru



Among the records above, which one has the lowest total energy? C11H30CeClI2N2P2S